(1)
DFT (ωB97M-V/def2-TZVPD) results for a molecular structure, C38H40AsCoN9O10PS3.

As for the spin multiplicity: 4. The calculation puts the HOMO-LUMO gap (spin up / spin down) at 7.622 / 7.638 eV. As for the net charge: -1.

Positions of all 103 atoms, in Å:
Co1 0.466 -0.659 1.406
C1 -1.625 -2.217 6.259
N1 -0.558 -2.032 5.319
C2 0.732 -1.682 5.586
C3 1.372 -1.568 4.384
N2 0.498 -1.818 3.387
C4 -0.663 -2.095 3.962
P1 -2.009 -2.942 3.090
C5 -0.884 -3.591 1.807
N3 -0.149 -2.844 1.007
C6 0.668 -3.681 0.336
C7 0.430 -4.968 0.732
N4 -0.564 -4.908 1.667
C8 -1.091 -6.005 2.424
C9 -2.613 -1.548 2.079
N5 -1.840 -0.642 1.524
C10 -2.634 0.100 0.716
C11 -3.922 -0.348 0.810
N6 -3.908 -1.400 1.679
C12 -5.037 -2.150 2.149
H1 -1.373 -1.735 7.203
H2 -2.539 -1.772 5.862
H3 -1.807 -3.281 6.441
H4 1.077 -1.515 6.583
H5 2.403 -1.358 4.183
H6 1.372 -3.299 -0.373
H7 0.870 -5.901 0.443
H8 -0.802 -6.943 1.950
H9 -0.702 -5.988 3.446
H10 -2.182 -5.942 2.466
H11 -2.227 0.876 0.102
H12 -4.820 -0.018 0.327
H13 -5.869 -2.034 1.455
H14 -4.768 -3.204 2.222
H15 -5.350 -1.800 3.138
O1 5.048 -0.712 0.540
As1 3.705 -0.393 1.772
O2 4.115 -1.363 2.989
O3 2.466 -0.827 0.757
C13 4.234 1.474 2.135
C14 5.420 1.979 1.615
C15 5.872 3.233 1.987
C16 5.145 4.006 2.879
C17 3.971 3.499 3.413
C18 3.544 2.241 3.043
S1 2.043 1.597 3.752
O4 1.091 2.699 3.746
O5 2.341 1.118 5.085
O6 1.666 0.520 2.820
H16 4.558 -0.902 -0.263
H17 5.988 1.369 0.927
H18 6.800 3.612 1.578
H19 5.494 4.992 3.155
H20 3.368 4.057 4.114
S2 -0.428 6.104 1.230
C19 -0.218 4.327 1.273
C20 0.736 3.695 0.494
C21 0.792 2.310 0.533
N7 -0.018 1.577 1.278
C22 -0.875 2.198 2.071
C23 -1.038 3.573 2.089
C24 -1.005 6.183 -0.468
C25 -0.114 6.265 -1.525
C26 -0.630 6.272 -2.811
N8 -1.925 6.234 -3.081
C27 -2.766 6.169 -2.063
C28 -2.366 6.138 -0.738
H21 1.413 4.253 -0.136
H22 1.511 1.766 -0.060
H23 -1.483 1.571 2.708
H24 -1.760 4.041 2.740
H25 0.949 6.328 -1.352
H26 0.026 6.312 -3.671
H27 -3.816 6.139 -2.328
H28 -3.085 6.083 0.065
C29 -3.925 -1.386 -6.600
C30 -2.441 -1.526 -6.447
C31 -1.602 -0.423 -6.543
C32 -0.235 -0.559 -6.357
C33 0.289 -1.804 -6.075
C34 -0.522 -2.919 -6.017
C35 -1.885 -2.780 -6.206
S3 2.035 -1.995 -5.702
O7 2.724 -0.814 -6.134
O8 2.450 -3.268 -6.231
N9 2.165 -2.112 -4.061
C36 1.744 -1.001 -3.220
C37 0.245 -0.996 -2.935
C38 -0.085 -0.061 -1.714
O9 -0.452 1.087 -1.939
O10 0.039 -0.643 -0.614
H29 -4.209 -0.346 -6.723
H30 -4.429 -1.776 -5.719
H31 -4.272 -1.954 -7.460
H32 -2.019 0.552 -6.749
H33 0.433 0.286 -6.413
H34 -0.071 -3.883 -5.834
H35 -2.528 -3.648 -6.158
H36 1.884 -3.022 -3.728
H37 2.056 -0.099 -3.750
H38 2.291 -1.067 -2.273
H39 -0.072 -2.006 -2.658
H40 -0.324 -0.660 -3.800



(2)
DFT (ωB97M-V/def2-TZVPD) results for a molecular structure, C38H40Br2N4O3SSiY.

As for the spin multiplicity: 1. For the energy relative to the best compared isomer or geometry (same formula, charge and spin), the calculation gives 2.2 kcal per mole. The calculation puts the HOMO-LUMO gap at 7.529 eV. As for the net charge: +1.

Positions of all 90 atoms, in Å:
Y1 1.179 -0.756 -0.213
N1 3.669 -0.714 2.752
C1 2.359 -0.924 3.159
C2 2.138 -1.021 4.539
C3 0.857 -1.205 5.001
C4 -0.188 -1.299 4.087
C5 0.115 -1.189 2.753
N2 1.364 -0.994 2.277
C6 4.315 -0.859 1.533
C7 5.719 -0.880 1.571
C8 6.418 -1.008 0.398
C9 5.716 -1.120 -0.801
C10 4.347 -1.086 -0.751
N3 3.637 -0.952 0.393
H1 4.310 -0.644 3.525
H2 2.973 -0.956 5.224
H3 0.671 -1.279 6.064
H4 -1.216 -1.434 4.389
H5 -0.667 -1.225 2.007
H6 6.232 -0.798 2.520
H7 7.500 -1.025 0.411
H8 6.222 -1.220 -1.750
H9 3.754 -1.148 -1.656
C11 1.586 2.417 1.504
C12 1.839 2.651 0.044
C13 2.044 3.951 -0.456
C14 2.203 4.140 -1.800
C15 2.152 3.038 -2.679
C16 2.262 3.128 -4.092
Br1 2.511 4.806 -4.924
C17 2.181 2.006 -4.860
C18 1.989 0.744 -4.268
Br2 1.880 -0.769 -5.386
C19 1.877 0.577 -2.905
O1 1.689 -0.583 -2.321
C20 1.963 1.766 -2.102
N4 1.822 1.600 -0.751
H10 1.713 3.330 2.082
H11 2.272 1.663 1.898
H12 0.561 2.061 1.645
H13 2.060 4.785 0.231
H14 2.356 5.130 -2.206
H15 2.259 2.070 -5.936
C21 -3.012 -2.122 -1.575
C22 -3.301 -0.620 -1.478
C23 -2.785 0.028 -2.776
C24 -4.812 -0.386 -1.370
Si1 -2.383 0.216 -0.045
O2 -0.824 -0.255 -0.091
C25 -2.501 2.076 -0.280
C26 -3.628 2.804 0.109
C27 -3.738 4.163 -0.152
C28 -2.714 4.826 -0.814
C29 -1.587 4.123 -1.213
C30 -1.485 2.764 -0.944
C31 -3.071 -0.191 1.669
C32 -3.067 0.769 2.685
C33 -3.524 0.480 3.965
C34 -3.995 -0.790 4.264
C35 -3.992 -1.769 3.279
C36 -3.536 -1.468 2.002
H16 -3.425 -2.517 -2.509
H17 -3.461 -2.693 -0.760
H18 -1.934 -2.308 -1.587
H19 -3.260 -0.450 -3.639
H20 -1.702 -0.089 -2.885
H21 -3.015 1.093 -2.819
H22 -5.327 -0.830 -2.228
H23 -5.052 0.680 -1.359
H24 -5.230 -0.833 -0.464
H25 -4.442 2.306 0.625
H26 -4.623 4.704 0.159
H27 -2.797 5.885 -1.024
H28 -0.789 4.629 -1.743
H29 -0.604 2.229 -1.281
H30 -2.715 1.772 2.473
H31 -3.522 1.253 4.723
H32 -4.369 -1.015 5.255
H33 -4.361 -2.762 3.500
H34 -3.562 -2.249 1.253
C37 1.972 -5.021 -1.909
S1 0.615 -3.889 -1.660
C38 -0.546 -4.999 -0.881
O3 1.087 -3.007 -0.508
H35 2.264 -5.469 -0.960
H36 2.795 -4.446 -2.329
H37 1.667 -5.783 -2.625
H38 -0.851 -5.756 -1.603
H39 -1.412 -4.405 -0.596
H40 -0.089 -5.455 -0.004



(3)
DFT (ωB97M-V/def2-TZVPD) results for a molecular structure, C38H40F6N11O6S4Y.

As for the spin multiplicity: 1. For the energy relative to the best compared isomer or geometry (same formula, charge and spin), the calculation gives 26.3 kcal per mole. The calculation puts the HOMO-LUMO gap at 7.423 eV. As for the net charge: +2.

Positions of all 106 atoms, in Å:
Y1 0.440 0.801 0.304
N1 0.451 -3.710 0.194
C1 -0.438 -3.610 -0.866
C2 -1.168 -4.572 -1.556
C3 -1.978 -4.111 -2.574
C4 -2.053 -2.743 -2.889
C5 -1.324 -1.797 -2.201
C6 -0.500 -2.249 -1.171
N2 0.352 -1.553 -0.299
C7 0.892 -2.478 0.483
C8 1.925 -2.160 1.459
C9 2.755 -3.019 2.106
S1 3.964 -2.142 2.920
C10 3.282 -0.687 2.355
N3 2.210 -0.824 1.628
H1 0.685 -4.549 0.702
H2 -1.093 -5.625 -1.319
H3 -2.560 -4.817 -3.150
H4 -2.700 -2.428 -3.697
H5 -1.396 -0.747 -2.448
H6 2.737 -4.096 2.122
H7 3.734 0.265 2.590
F1 -1.657 2.466 0.908
C11 -2.369 3.065 -0.095
F2 -3.628 2.729 0.041
F3 -2.221 4.365 0.032
S2 -1.718 2.488 -1.765
O1 -0.876 1.309 -1.409
O2 -2.853 2.222 -2.564
N4 -0.819 3.648 -2.277
S3 0.630 3.738 -1.642
O3 0.621 3.250 -0.250
O4 1.658 3.222 -2.489
C12 0.898 5.563 -1.512
F4 2.135 5.740 -1.064
F5 0.033 6.086 -0.662
F6 0.760 6.109 -2.700
C13 2.927 0.270 -2.470
C14 3.296 1.223 -1.386
N5 2.663 1.351 -0.228
C15 3.314 2.370 0.458
C16 4.330 2.840 -0.295
N6 4.308 2.102 -1.459
C17 5.220 2.318 -2.593
N7 5.446 3.703 -2.797
N8 6.389 4.333 -2.028
N9 6.352 5.582 -2.254
C18 5.370 5.830 -3.198
C19 4.964 7.032 -3.782
C20 3.955 6.965 -4.714
C21 3.361 5.736 -5.068
C22 3.749 4.543 -4.499
C23 4.771 4.622 -3.552
H8 2.135 -0.396 -2.127
H9 3.774 -0.348 -2.766
H10 2.564 0.813 -3.345
H11 2.988 2.730 1.418
H12 5.059 3.614 -0.123
H13 4.775 1.878 -3.483
H14 6.176 1.842 -2.380
H15 5.438 7.965 -3.511
H16 3.612 7.869 -5.198
H17 2.576 5.733 -5.812
H18 3.282 3.609 -4.775
C24 -5.448 -3.417 -1.035
C25 -5.390 -1.930 -0.700
C26 -5.297 -1.658 0.796
N10 -4.115 -2.270 1.415
C27 -2.906 -1.762 1.366
S4 -2.582 -0.258 0.667
N11 -1.840 -2.431 1.934
C28 -1.665 -3.569 2.737
O5 -0.615 -3.643 3.338
C29 -2.686 -4.644 2.754
C30 -3.215 -5.149 1.566
C31 -4.115 -6.202 1.606
C32 -4.492 -6.744 2.829
C33 -3.955 -6.247 4.010
C34 -3.041 -5.207 3.976
H19 -5.619 -3.568 -2.100
H20 -6.258 -3.912 -0.495
H21 -4.510 -3.917 -0.781
H22 -6.290 -1.430 -1.060
H23 -4.543 -1.458 -1.205
H24 -6.159 -2.080 1.311
H25 -5.270 -0.587 0.998
H26 -4.235 -3.177 1.849
H27 -1.008 -1.856 1.948
H28 -2.912 -4.727 0.615
H29 -4.518 -6.603 0.685
H30 -5.201 -7.560 2.860
H31 -4.245 -6.678 4.958
H32 -2.600 -4.827 4.888
C35 1.100 0.752 4.742
C36 -0.353 0.228 4.688
C37 -0.968 0.982 3.522
O6 0.163 1.161 2.607
C38 1.218 1.622 3.493
H33 1.812 -0.071 4.720
H34 1.298 1.341 5.635
H35 -0.899 0.416 5.610
H36 -0.369 -0.846 4.499
H37 -1.311 1.977 3.810
H38 -1.757 0.464 2.989
H39 1.028 2.675 3.708
H40 2.163 1.532 2.970



(4)
DFT (ωB97M-V/def2-TZVPD) results for a molecular structure, C38H40N2S4Sb3Ti.

As for the spin multiplicity: 2. For the energy relative to the best compared isomer or geometry (same formula, charge and spin), the calculation gives 28.2 kcal per mole. The calculation puts the HOMO-LUMO gap (spin up / spin down) at 5.419 / 5.423 eV. As for the net charge: +2.

Positions of all 88 atoms, in Å:
Ti1 0.468 0.246 0.596
C1 -1.086 -3.560 -1.085
Sb1 -1.154 -1.440 -0.949
C2 -0.590 -1.010 -2.965
C3 -3.287 -1.098 -1.019
C4 -3.643 -0.412 -2.299
C5 -4.074 -1.175 -3.383
C6 -4.329 -0.597 -4.617
C7 -4.152 0.768 -4.783
C8 -3.745 1.540 -3.705
C9 -3.491 0.971 -2.456
C10 -3.138 1.875 -1.310
Sb2 -1.061 2.180 -0.793
C11 -1.465 3.906 0.391
C12 -0.387 3.071 -2.601
H1 -0.049 -3.885 -1.141
H2 -1.612 -3.830 -2.000
H3 -1.576 -4.021 -0.229
H4 -1.466 -1.038 -3.611
H5 0.125 -1.770 -3.280
H6 -0.115 -0.033 -3.040
H7 -3.553 -0.543 -0.122
H8 -3.728 -2.091 -0.956
H9 -4.212 -2.245 -3.252
H10 -4.672 -1.209 -5.442
H11 -4.351 1.235 -5.740
H12 -3.644 2.615 -3.825
H13 -3.620 1.592 -0.375
H14 -3.430 2.898 -1.540
H15 -2.412 4.318 0.048
H16 -0.683 4.652 0.255
H17 -1.544 3.623 1.437
H18 -0.712 4.111 -2.600
H19 -0.843 2.543 -3.439
H20 0.695 3.019 -2.683
S1 2.209 -0.310 -1.043
Sb3 3.481 -0.518 0.894
C13 2.272 0.886 1.969
C14 1.937 2.094 1.317
C15 1.336 3.114 2.051
C16 1.036 2.932 3.395
C17 1.359 1.741 4.034
C18 1.993 0.726 3.335
C19 5.539 -0.237 0.703
C20 6.188 -1.069 -0.207
C21 7.565 -0.941 -0.333
C22 8.252 -0.008 0.437
C23 7.578 0.812 1.336
C24 6.203 0.703 1.483
C25 2.863 -2.374 1.632
C26 1.487 -2.568 1.648
C27 0.961 -3.798 1.998
C28 1.830 -4.836 2.319
C29 3.205 -4.640 2.305
C30 3.735 -3.402 1.959
H21 2.287 2.293 0.316
H22 1.142 4.065 1.576
H23 0.563 3.729 3.956
H24 1.132 1.610 5.086
H25 2.267 -0.190 3.844
H26 5.648 -1.785 -0.816
H27 8.097 -1.569 -1.035
H28 9.325 0.082 0.334
H29 8.124 1.538 1.926
H30 5.678 1.342 2.182
H31 0.798 -1.745 1.427
H32 -0.111 -3.943 2.039
H33 1.428 -5.804 2.592
H34 3.871 -5.453 2.567
H35 4.808 -3.253 1.948
S2 -0.935 -2.348 7.098
C31 -1.222 -1.313 5.874
S3 -0.649 -1.603 4.240
C32 -1.399 -0.131 3.694
N1 -1.986 0.524 4.623
N2 -1.886 -0.107 5.834
C33 -2.557 0.533 6.948
C34 -1.936 0.628 8.182
C35 -2.606 1.253 9.225
C36 -3.874 1.781 9.031
C37 -4.479 1.687 7.784
C38 -3.822 1.059 6.737
S4 -1.367 0.512 2.062
H36 -0.950 0.214 8.335
H37 -2.129 1.328 10.194
H38 -4.393 2.263 9.851
H39 -5.469 2.096 7.627
H40 -4.284 0.977 5.762



(5)
DFT (ωB97M-V/def2-TZVPD) results for a molecular structure, C38H41Br2CoN4P2.

As for the spin multiplicity: 5. For the energy relative to the best compared isomer or geometry (same formula, charge and spin), the calculation gives 22.1 kcal per mole. The calculation puts the HOMO-LUMO gap (spin up / spin down) at 7.488 / 5.995 eV. As for the net charge: +2.

Positions of all 88 atoms, in Å:
Co1 0.719 0.669 0.348
Br1 6.917 3.423 0.424
C1 5.237 2.609 0.298
C2 5.127 1.232 0.160
C3 3.862 0.687 0.089
N1 2.750 1.424 0.127
C4 2.854 2.755 0.259
C5 4.086 3.383 0.354
C6 1.572 3.491 0.315
C7 1.502 4.872 0.237
C8 0.263 5.493 0.327
Br2 0.136 7.354 0.216
C9 -0.874 4.713 0.496
C10 -0.721 3.344 0.540
N2 0.466 2.735 0.446
H1 6.002 0.599 0.123
H2 3.729 -0.384 0.011
H3 4.173 4.451 0.486
H4 2.387 5.473 0.094
H5 -1.856 5.155 0.579
H6 -1.582 2.699 0.642
C11 -1.557 -0.106 1.724
P1 -1.978 0.057 -0.064
C12 -1.652 -1.618 -0.749
N3 -2.466 -2.609 -0.485
C13 -2.224 -3.807 -1.065
C14 -3.083 -4.898 -0.808
C15 -2.837 -6.101 -1.404
C16 -1.733 -6.271 -2.276
C17 -0.883 -5.237 -2.539
C18 -1.111 -3.980 -1.935
N4 -0.267 -2.951 -2.174
C19 -0.533 -1.802 -1.604
P2 0.690 -0.464 -1.803
C20 2.210 -1.367 -2.221
C21 0.305 0.571 -3.296
C22 -0.967 1.388 -3.078
C23 1.489 1.524 -3.499
C24 0.129 -0.330 -4.523
C25 -3.840 0.241 0.016
C26 -4.515 -0.649 1.059
C27 -4.400 -0.068 -1.377
C28 -4.104 1.716 0.344
H7 -2.296 0.445 2.308
H8 -0.613 0.375 2.029
H9 -1.507 -1.135 2.079
H10 -3.921 -4.745 -0.143
H11 -3.490 -6.942 -1.217
H12 -1.571 -7.237 -2.734
H13 -0.034 -5.339 -3.202
H14 2.059 -1.975 -3.111
H15 2.484 -2.045 -1.414
H16 3.023 -0.664 -2.391
H17 -0.891 2.046 -2.211
H18 -1.843 0.750 -2.952
H19 -1.133 2.004 -3.963
H20 1.689 2.123 -2.605
H21 1.247 2.213 -4.310
H22 2.402 1.000 -3.780
H23 -0.698 -1.029 -4.394
H24 1.029 -0.898 -4.754
H25 -0.095 0.296 -5.388
H26 -4.283 -1.699 0.908
H27 -5.595 -0.515 0.964
H28 -4.255 -0.367 2.080
H29 -4.274 -1.118 -1.641
H30 -3.936 0.551 -2.148
H31 -5.468 0.151 -1.384
H32 -3.697 2.004 1.317
H33 -5.182 1.879 0.395
H34 -3.702 2.379 -0.425
C29 1.997 0.570 6.000
C30 1.865 1.570 5.018
C31 1.744 1.236 3.697
C32 1.754 -0.123 3.312
C33 1.627 -0.600 2.004
C34 1.656 -1.883 1.575
C35 1.749 -2.875 2.594
C36 1.866 -2.505 3.902
C37 1.878 -1.144 4.301
C38 1.999 -0.753 5.654
H35 2.094 0.859 7.037
H36 1.862 2.609 5.318
H37 1.648 2.003 2.937
H38 1.590 -2.187 0.539
H39 1.744 -3.918 2.307
H40 1.963 -3.262 4.670
H41 2.090 -1.521 6.411



no.,total energy (eV)
1,-214204.797
2,-212003.278
3,-129413.174
4,-129089.037
5,-242307.995